(1)
19
Properties=species:S:1:pos:R:3:forces:R:3 method="wB97M-V/def2-TZVPD" smiles="N/C=C/CCN.O" charge=0 multiplicity=1
C 0.26584 -0.71591 2.27119 -0.24 -0.27 0.30
C 0.37014 0.46472 1.29705 0.18 -0.12 0.42
C -0.01728 0.11564 -0.10002 -0.31 -0.04 -0.18
C -1.14936 0.52694 -0.65867 -0.16 0.06 0.03
N -1.58499 0.19243 -1.95442 0.19 0.04 0.12
N 1.08786 -1.88559 1.95718 0.20 0.36 -0.04
H -0.77129 -1.04452 2.35715 -0.10 -0.05 -0.27
H 0.50782 -0.39834 3.28868 0.23 0.14 -0.08
H -0.27281 1.26777 1.67015 0.05 0.04 -0.06
H 1.40525 0.81558 1.35401 0.00 0.16 -0.16
H 0.60262 -0.54353 -0.69641 0.24 -0.08 0.10
H -1.80448 1.21967 -0.13906 0.01 -0.01 0.01
H -2.57985 0.30846 -2.07919 0.12 -0.16 -0.12
H -1.25056 -0.71414 -2.26374 -0.23 0.17 -0.03
H 0.87017 -2.20790 1.02121 0.01 -0.08 0.01
H 2.06756 -1.60212 1.93994 -0.18 -0.16 0.00
H 0.04384 1.08370 -2.93583 -0.03 -0.06 -0.07
H 1.28105 1.97750 -2.99963 -0.04 -0.27 -0.11
O 0.92845 1.13964 -3.32961 0.04 0.33 0.14



(2)
19
Properties=species:S:1:pos:R:3:forces:R:3 method="wB97M-V/def2-TZVPD" smiles="CCC/N=C/N.O" charge=0 multiplicity=1
C 1.21230 -0.53306 -2.37665 -0.75 0.82 -0.69
C 0.39100 -0.37640 -1.09962 0.91 -0.62 0.00
C -0.47302 0.86948 -1.07027 -0.42 -0.07 0.29
N -0.75345 1.83863 2.46351 0.02 -0.21 0.24
C -0.22192 1.52806 1.23164 0.39 0.55 -0.44
N -0.93877 1.20544 0.25406 -1.02 -0.06 0.50
H 1.63115 0.43229 -2.67327 0.54 -0.06 0.37
H 0.56966 -0.71921 -3.23782 -0.18 -0.47 0.02
H 1.97480 -1.29999 -2.33493 0.12 -0.07 0.09
H 1.09422 -0.41377 -0.25631 -0.16 0.38 -0.01
H -0.22962 -1.26347 -0.95977 -0.16 0.04 0.01
H -0.02515 1.74608 -1.55211 0.37 -0.14 0.07
H -1.39749 0.67399 -1.62072 0.22 -0.01 -0.30
H -0.28417 2.54102 3.00888 0.11 -0.09 0.00
H -1.75919 1.87524 2.51264 -0.03 0.03 -0.17
H 0.86946 1.63695 1.19228 0.06 -0.05 0.03
H -0.75815 -2.53974 1.90504 -0.11 -0.07 -0.05
H -0.07456 -3.70722 2.58649 0.00 -0.09 0.02
O -0.82710 -3.49432 2.02691 0.10 0.20 0.01



(3)
19
Properties=species:S:1:pos:R:3:forces:R:3 method="wB97M-V/def2-TZVPD" smiles="N/C=C/CCN.O" charge=0 multiplicity=1
C 0.09231 -1.19189 -0.43691 2.49 -0.28 3.49
C -0.99070 -1.16624 0.79210 2.67 1.28 -0.11
C -0.85221 0.33985 1.14016 -0.98 -0.49 0.20
C 0.28346 1.01604 1.33371 1.58 1.94 1.34
N 0.56365 2.45392 1.48728 -0.26 -1.04 -0.44
N 0.83446 -2.48134 -0.47589 2.97 1.68 1.54
H 0.87363 -0.25431 -0.40931 -1.66 -2.80 0.69
H -0.32066 -0.87647 -1.33100 -1.49 -0.47 -2.02
H -2.00773 -1.50000 0.56046 0.17 0.60 -0.53
H -0.73909 -1.85314 1.66753 0.44 0.92 -1.17
H -1.82297 0.80716 1.03857 0.21 0.83 0.29
H 1.34783 0.67085 1.43876 -1.58 -1.07 -0.20
H 0.85417 2.79912 2.37746 0.70 -0.78 0.83
H -0.07212 3.15415 1.23221 -1.71 0.40 -1.03
H 1.32128 -2.76759 0.46582 -0.68 1.91 -2.02
H 0.22583 -3.20586 -0.41577 -2.89 -2.63 -0.80
H -0.21096 1.53157 -3.65906 -0.25 1.54 -2.71
H 0.21415 0.10750 -3.22461 0.63 -1.47 -1.12
O -0.08091 0.94906 -2.97439 -0.35 -0.06 3.77



(4)
19
Properties=species:S:1:pos:R:3:forces:R:3 method="wB97M-V/def2-TZVPD" charge=0 multiplicity=1
N -1.21411 -1.10011 -1.39735 -1.89 2.18 0.53
C -0.44657 -2.23417 -1.05240 0.65 -0.27 2.11
C 0.58638 2.48828 -0.28811 2.17 3.24 -2.13
N 0.09216 1.19767 -0.42409 1.32 -1.87 2.75
C 0.76808 0.34397 0.53157 2.79 2.90 -1.51
C -0.27964 -0.18607 1.60467 -0.84 -3.73 2.34
O 0.01877 -1.53509 1.79715 -1.22 4.00 -0.10
H -0.35839 -2.54161 0.06427 -1.56 -0.09 -1.05
H -0.73433 -0.16740 -1.21754 -1.33 -1.87 -0.45
H -2.21490 -1.08741 -1.05817 1.76 -0.04 -0.46
H -0.66962 -3.05467 -1.74009 0.74 -0.16 0.35
H 0.54945 -1.85004 -0.93442 1.15 -0.48 -1.72
H 1.75029 2.51712 -0.41428 -1.64 -0.22 0.99
H 0.27473 3.10647 0.58065 0.22 -0.78 0.22
H 0.34943 3.19942 -1.13665 -0.64 -1.09 0.55
H 1.35662 -0.46916 0.07531 -1.28 -0.22 0.13
H 1.66344 0.87981 1.05403 -1.78 -0.45 -0.49
H -1.36166 0.03354 1.37640 0.79 -0.26 -0.33
H -0.13014 0.45942 2.57906 0.58 -0.79 -1.72



(5)
19
Properties=species:S:1:pos:R:3:forces:R:3 method="wB97M-V/def2-TZVPD" smiles="CNC(C)=O.CN" charge=0 multiplicity=1
C 1.29402 -1.82618 -0.38684 -0.77 -1.95 2.62
C 1.83007 -0.45634 0.01242 -0.23 0.58 -0.43
C 1.41880 1.84024 -0.04270 -0.02 -0.03 1.01
C -2.25199 -0.35876 0.79396 1.42 -1.53 0.00
H 0.21093 -1.69006 -0.50530 0.40 -0.19 -0.70
H 1.31625 -2.75321 0.33443 0.53 2.16 -0.57
H 1.79391 -2.23863 -1.22845 0.22 0.13 -1.13
H -0.15870 0.40855 -0.49157 1.95 -0.42 -0.06
H 2.27810 2.09393 -0.64021 0.56 -0.23 -0.04
H 0.79920 2.71704 -0.13438 -1.21 -0.27 -0.47
H 1.70274 1.83859 1.03419 0.15 -0.03 -0.77
H -2.90841 -0.07172 -1.45209 1.66 0.97 3.41
H -2.45672 1.49772 -0.33877 0.47 -5.02 -1.70
H -1.54025 0.14152 1.57545 -1.35 0.01 -1.89
H -3.26349 -0.43578 1.29053 1.11 -0.25 -0.70
H -1.64632 -1.38476 0.72687 -1.98 1.73 0.00
N 0.90348 0.49760 -0.41006 -0.18 1.76 0.98
N -2.24128 0.27451 -0.60843 -1.25 4.11 1.04
O 2.91965 -0.09425 0.47094 -1.48 -1.52 -0.61



(6)
19
Properties=species:S:1:pos:R:3:forces:R:3 method="wB97M-V/def2-TZVPD" charge=0 multiplicity=1
C 2.52876 0.68681 0.78051 -0.52 0.31 -0.94
C 0.88209 -1.06649 0.94826 0.97 -2.93 3.56
N 1.95963 -0.53047 0.16842 -2.40 0.92 0.47
H 1.73487 1.39090 1.05073 0.18 0.08 0.08
H 3.20552 1.19246 0.07914 -0.13 -0.29 0.19
H 3.07155 0.38510 1.65600 0.29 0.00 0.41
H 0.89859 -0.75093 2.00243 0.60 -0.09 -0.57
H 0.88198 -2.15053 0.88794 -0.21 0.14 -0.26
H 1.60632 -0.36511 -0.77416 0.61 -0.15 -0.09
C -0.83128 -0.38229 -0.03362 -2.38 2.93 -3.29
O -0.96110 -1.09372 1.11024 3.59 0.30 -0.73
C -2.21137 -0.01742 -0.60942 0.03 0.31 0.36
N -2.11171 0.76779 -1.83792 0.85 -0.24 0.37
H -0.34123 0.64546 0.09644 -0.25 -0.75 0.07
H -0.30674 -0.80676 -0.93098 -0.09 -0.46 0.62
H -2.74801 -0.93805 -0.82633 -0.13 -0.08 0.05
H -2.69009 0.50063 0.23484 -0.42 -0.04 -0.23
H -2.99142 0.90625 -2.30835 0.05 0.30 0.13
H -1.57638 1.62637 -1.69419 -0.65 -0.25 -0.19



Which relative energy (zero: lowest compared OMol25 entry of this formula, charge and spin) belongs to each record? In order, 125.0, 128.4, 395.7, 837.3, 313.7, 472.6 kJ/mol.
Which HOMO level belongs to each record? In order, -8.49, -9.04, -8.14, -8.07, -9.35, -8.84 eV.
Which total energy belongs to each record? In order, -9369.89836, -9369.86304, -9367.09250, -9362.51614, -9367.94227, -9366.29553 eV.